# C20H41Br2IOTa

A molecular structure, C20H41Br2IOTa (ωB97M-V with the def2-TZVPD basis set, the Open Molecules 2025 dataset).

```
! wB97M-V def2-TZVPD RIJCOSX def2/J DEFGRID3
* xyz -1 1
C -5.6456 -2.3731 -2.5144
C -4.9606 -1.9130 -3.8106
C -3.6795 -1.0687 -3.6359
C -3.5865 -0.3046 -2.3180
O -2.7619 0.8430 -2.4543
Ta -0.8760 0.9370 -1.7832
Br -0.4537 -1.6762 -2.0336
C -1.0399 3.1698 -1.8476
C -0.3096 3.9914 -0.7754
C 0.0471 5.3828 -1.3160
I -0.1056 6.9338 0.1671
C 1.3088 1.1144 -1.2531
C 1.7022 1.1860 0.2390
C 1.9465 -0.1764 0.8960
C 2.1133 0.0180 2.4234
C 3.2101 -0.8388 0.3389
C 3.3869 -2.2960 0.8001
C 4.2834 -2.4751 1.9954
C 4.2072 -3.4390 2.9065
C 2.9281 -4.1737 3.2325
C 5.4038 -3.8301 3.7298
C -1.5688 0.7257 0.3943
C -2.3799 1.8475 1.0219
C -1.7065 2.4785 2.2288
Br -4.1370 1.1341 1.7092
H -6.1834 -3.3093 -2.6770
H -6.3989 -1.6508 -2.1901
H -4.9364 -2.4981 -1.6961
H -5.6786 -1.3884 -4.4467
H -4.6836 -2.8142 -4.3663
H -3.6602 -0.2966 -4.4108
H -2.7978 -1.6891 -3.7986
H -4.6018 0.0410 -2.0755
H -3.2761 -0.9346 -1.4799
H -0.2693 1.1069 -3.5306
H -2.1193 3.3607 -1.7774
H -0.7418 3.5043 -2.8468
H -0.9775 4.1450 0.0702
H 0.6234 3.5239 -0.4626
H -0.6195 5.6890 -2.1179
H 1.0808 5.4374 -1.6489
H 1.7786 0.2289 -1.6907
H 1.7455 1.9631 -1.7955
H 2.6362 1.7618 0.3511
H 0.9611 1.7445 0.8194
H 1.0955 -0.8498 0.7487
H 1.5720 -0.7332 3.0021
H 3.1668 -0.0553 2.7126
H 1.7828 1.0155 2.7225
H 3.2091 -0.8007 -0.7506
H 4.0652 -0.2369 0.6761
H 2.3916 -2.6898 1.0254
H 3.8109 -2.8894 -0.0160
H 5.0894 -1.7500 2.1012
H 3.1247 -5.0544 3.8476
H 2.3639 -4.4937 2.3565
H 2.2800 -3.5155 3.8196
H 5.2691 -3.6091 4.7945
H 6.2939 -3.2966 3.3934
H 5.5579 -4.9077 3.6277
H -0.7827 0.4571 1.1091
H -2.2005 -0.1688 0.3357
H -2.7068 2.5998 0.3061
H -1.3722 1.6870 2.9046
H -0.8283 3.0526 1.9245
H -2.3902 3.1163 2.7887
*
```

Properties
ΔE to the lowest compared entry with this formula, charge and spin in kJ/mol: 0.00
HOMO-LUMO gap in eV: 7.41
HOMO in eV: -5.090